ORCA calculation (ωB97M-V/def2-TZVPD) on a structure of composition C23H33NOP2SiSn.

XYZ file:
```
62
Properties=species:S:1:pos:R:3
C 3.35395 -1.82897 -2.60822
C 2.58434 -0.71155 -2.26901
C 1.16781 -0.75534 -2.55717
C 0.51510 -2.05619 -2.61022
C 1.35940 -3.18923 -2.66202
C 2.71470 -3.06190 -2.84535
C -0.88214 -2.12295 -2.52344
C -1.59713 -0.92052 -2.49860
C -0.86859 0.32266 -2.48631
C -1.59943 1.50955 -2.10429
C -2.98689 1.53739 -2.26615
C -3.67749 0.33152 -2.43212
C -3.01056 -0.87812 -2.40938
H 4.44792 -1.78178 -2.60377
H 0.84185 -4.15701 -2.63933
H 3.30045 -3.94075 -3.10309
H -1.24368 -2.88908 -1.83495
H -3.55158 2.47238 -2.13551
H -4.74856 0.32706 -2.56326
H -3.52038 -1.84137 -2.36659
N 0.44779 0.35212 -2.78363
Sn 0.12228 -0.09408 1.64538
C 3.16629 0.50220 -1.55033
H 2.69294 1.43214 -1.91834
H 4.27424 0.53261 -1.59969
C -0.82470 2.67907 -1.51190
H 0.16161 2.78817 -1.99049
H -1.39890 3.62586 -1.49598
P 2.66652 0.33819 0.28627
P -0.43289 2.23974 0.30258
C -2.00531 2.73938 1.11292
H -1.89263 2.63739 2.20685
H -2.14559 3.80429 0.85288
H -2.87263 2.14281 0.76905
C 0.64061 3.57940 0.71712
H 0.02994 4.47866 0.71361
H 1.06097 3.42526 1.70389
H 1.42946 3.66129 -0.02216
C 3.70342 -1.08427 0.81769
H 4.73409 -0.89372 0.46253
H 3.67779 -1.11113 1.92300
H 3.31243 -2.03368 0.40663
C 3.63340 1.70591 0.98351
H 3.40965 1.76248 2.05859
H 4.69043 1.44351 0.81902
H 3.36747 2.64498 0.47458
C 0.95169 0.98974 3.06252
O 1.36203 1.72673 3.86770
H -0.16634 -1.23037 0.48410
C -2.83205 -0.02708 3.46237
Si -1.94763 -1.39154 2.54499
C -1.04581 -2.57378 3.67450
C -3.03920 -2.21801 1.26720
H -2.13034 0.64406 3.97966
H -3.47174 -0.49909 4.22107
H -3.46321 0.57089 2.78842
H -1.79354 -3.14284 4.24137
H -0.42536 -3.28608 3.11274
H -0.40621 -2.03544 4.38841
H -3.96244 -2.55684 1.76340
H -3.32837 -1.53621 0.45249
H -2.54925 -3.09847 0.82425
```

Results
orbital gap = 4.47 eV
energy = -2211.99963 a.u.
total charge = +2
2S+1 = 1
HOMO energy = -13.0 eV



ORCA calculation (ωB97M-V/def2-TZVPD) on a structure of composition C23H34BN8Pd.

XYZ file:
```
67
Properties=species:S:1:pos:R:3
Pd -0.51501 -0.34852 -0.37210
C 1.60304 -0.52909 -3.29053
C 2.82041 -1.13189 -2.60062
C 3.90253 -0.07945 -2.34768
C 2.48343 -1.88801 -1.34524
C 3.26220 -2.89717 -0.75783
C 2.53695 -3.31073 0.33563
N 1.40518 -2.58946 0.39446
N 1.36958 -1.70815 -0.63955
B 0.25334 -2.79417 1.39538
N -1.03807 -3.04552 0.57624
C -1.89357 -4.06933 0.49138
C -2.85857 -3.76113 -0.45265
C -2.52039 -2.49068 -0.92475
N -1.42081 -2.09384 -0.28197
C -3.19577 -1.62080 -1.94361
C -4.39110 -0.88983 -1.32852
C -2.21629 -0.64321 -2.59551
N -0.01501 -1.55067 2.27258
C 0.10213 -1.44972 3.60334
C -0.24043 -0.16774 3.98142
C -0.57265 0.48470 2.78883
N -0.42828 -0.36034 1.77315
C -1.05092 1.89412 2.61168
C -2.34787 2.12565 3.38919
C 0.02677 2.89392 3.03600
H 1.88786 -0.10789 -4.25509
H 0.83780 -1.28609 -3.46350
H 1.16462 0.27714 -2.69792
H 3.25208 -1.87384 -3.27835
H 3.55107 0.69046 -1.65575
H 4.79716 -0.52981 -1.91748
H 4.18245 0.41165 -3.28070
H 4.20672 -3.27976 -1.10524
H 2.73464 -4.07620 1.06758
H 0.50162 -3.72709 2.09696
H -1.75280 -4.94840 1.09771
H -3.68564 -4.37283 -0.76926
H -3.56111 -2.28618 -2.72948
H -4.05904 -0.22673 -0.52489
H -4.90504 -0.29032 -2.08090
H -5.10650 -1.59307 -0.90412
H -1.88068 0.13807 -1.87434
H -1.35052 -1.15435 -3.01299
H -2.69301 -0.07560 -3.39486
H 0.42057 -2.29787 4.18633
H -0.26215 0.23803 4.97812
H -1.26225 2.03598 1.54337
H -2.18443 1.99955 4.46076
H -2.71394 3.13971 3.22479
H -3.12475 1.42399 3.08373
H 0.24728 2.79086 4.09986
H 0.95546 2.73791 2.48514
H -0.31179 3.91670 2.86254
N 1.93994 5.31371 -0.38693
C 1.43197 4.06782 -0.44214
C 2.21345 2.93995 -0.14166
C 1.64434 1.69429 -0.18529
N 0.36109 1.48323 -0.51461
C -0.39717 2.55768 -0.79733
C 0.08536 3.83866 -0.78211
H 2.91652 5.46392 -0.20862
H 1.39331 6.10692 -0.66951
H 3.25520 3.04187 0.13131
H 2.21722 0.80716 0.05578
H -1.43397 2.37092 -1.04392
H -0.57373 4.66090 -1.02571
```

Results
orbital gap = 7.82 eV
energy = -1487.52793 a.u.
total charge = +1
2S+1 = 1
HOMO energy = -11.4 eV



ORCA calculation (ωB97M-V/def2-TZVPD) on a structure of composition C23H34ClMoN8O5S.

XYZ file:
```
73
Properties=species:S:1:pos:R:3
Mo 0.35920 -0.54906 0.07951
C 4.27858 -1.46307 1.97804
C 2.86207 -1.11021 1.69627
N 2.38800 -0.95660 0.49909
O 3.31699 -1.14655 -0.52502
C 1.90131 -0.89719 2.73524
C 2.13594 -0.99129 4.20016
N 0.71693 -0.56580 2.24737
O -0.22042 -0.31173 3.02600
H 4.81957 -1.69841 1.07281
H 4.31567 -2.31382 2.65968
H 4.77044 -0.62646 2.48019
H 3.05353 -0.47731 -1.17552
H 2.98422 -1.63917 4.42147
H 1.24375 -1.38432 4.68436
H 2.33341 -0.00900 4.63935
Cl -2.29827 3.58499 -5.45738
C -1.94001 2.46660 -4.18166
C -2.99448 1.72495 -3.59113
C -2.76288 0.83519 -2.58610
C -1.45320 0.63466 -2.08487
O -1.26314 -0.22800 -1.15300
C -0.40553 1.38743 -2.68330
C 0.91279 1.22375 -2.27168
O 1.29581 0.54923 -1.28914
C -0.67310 2.29361 -3.74816
H -4.00225 1.87156 -3.95896
H -3.57092 0.26588 -2.14714
H 1.70125 1.72302 -2.83681
H 0.14111 2.85096 -4.19881
C -3.72859 2.10536 2.89402
C -3.32635 0.72642 2.42768
N -2.32415 0.88004 1.37962
C -1.24790 1.69597 1.53580
N -0.14357 1.46053 0.83892
C 0.95507 2.43178 0.93998
C 0.46196 3.81846 1.27335
C -0.32501 3.72145 2.55479
N -1.39720 2.74914 2.37923
C -2.48408 2.82495 3.36363
H -4.44863 2.04872 3.71012
H -4.18776 2.65093 2.06657
H -4.17182 0.18765 2.00503
H -2.92594 0.13912 3.26064
H -2.14797 0.06608 0.81068
H 1.50697 2.44888 0.00712
H 1.66017 2.10760 1.71516
H -0.18547 4.18202 0.47111
H 1.29753 4.50922 1.38254
H -0.78239 4.67302 2.82076
H 0.32942 3.42556 3.38146
H -2.69045 3.88021 3.53627
H -2.14128 2.39789 4.31049
C -2.02369 -2.49851 1.11496
O -0.81930 -1.88054 0.77136
H -2.85384 -2.10694 0.51898
H -2.24710 -2.34169 2.17266
H -1.96806 -3.57157 0.92351
C 0.68660 -3.08899 -5.64958
C 1.92767 -2.85497 -4.78000
C 1.60052 -2.88690 -3.31646
N 1.04689 -1.92416 -2.67433
N 0.81331 -2.23154 -1.34125
C 1.21042 -3.43442 -1.01037
N 1.07341 -3.92880 0.23017
S 1.89534 -4.29635 -2.32838
H 0.96074 -3.10452 -6.70506
H -0.04344 -2.29426 -5.49284
H 0.21182 -4.04222 -5.40882
H 2.36149 -1.87964 -4.99922
H 2.68845 -3.60428 -4.99798
H 0.57696 -3.36107 0.90461
H 1.40288 -4.84346 0.47219
```

Results
orbital gap (spin up / spin down) = 7.21 / 7.05 eV
energy = -2637.46557 a.u.
total charge = +1
2S+1 = 3
HOMO energy (spin up / spin down) = -10.3 / -10.6 eV



ORCA calculation (ωB97M-V/def2-TZVPD) on a structure of composition C23H34CuN4O8PS2.

XYZ file:
```
73
Properties=species:S:1:pos:R:3
Cu -0.54622 0.81440 0.11186
O 1.20828 -0.01945 1.36530
C 1.06358 0.43732 2.70781
C -0.28216 1.24930 2.93210
O -0.66879 1.35854 4.09785
O -0.73743 1.81068 1.90227
C 1.18148 -0.70022 3.71853
C 1.39459 -0.40522 5.06490
C 1.42356 -1.40693 6.01963
C 1.25292 -2.73636 5.64666
C 1.06677 -3.04188 4.30863
C 1.02785 -2.03118 3.35386
C 2.22916 1.41330 2.88373
C 2.08956 2.66726 3.46365
C 3.19863 3.49031 3.63707
C 4.45697 3.07256 3.23023
C 4.59896 1.82616 2.62930
C 3.49335 1.00935 2.45572
H 0.60530 -0.77158 1.23378
H 1.52014 0.62659 5.36350
H 1.57209 -1.14921 7.06226
H 1.25132 -3.52194 6.39377
H 0.93743 -4.07126 3.99712
H 0.85460 -2.30494 2.32283
H 1.10991 2.99579 3.78812
H 3.07111 4.46746 4.08853
H 5.32071 3.70987 3.38273
H 5.57506 1.49167 2.29688
H 3.59268 0.04368 1.97652
C 1.21410 3.83832 -5.43762
C 0.62069 3.39864 -4.11539
O 1.36713 2.28125 -3.66182
P 1.07407 1.63614 -2.17374
S 2.23070 0.06571 -2.12959
S -0.90663 1.69978 -1.91648
O 1.59549 2.79738 -1.17369
C 2.96110 2.93283 -0.78556
C 3.73819 3.75383 -1.79668
H 0.64484 4.67420 -5.85249
H 1.18981 3.01165 -6.14964
H 2.25322 4.14591 -5.30861
H -0.43023 3.12174 -4.22989
H 0.66713 4.20870 -3.37933
H 3.40395 1.94223 -0.67371
H 2.94085 3.41434 0.19325
H 3.79526 3.21944 -2.74631
H 4.75125 3.94156 -1.43087
H 3.24471 4.71352 -1.96878
C 0.56141 -3.65089 -2.07343
N -0.62058 -3.48610 -2.90330
C -0.31328 -3.53593 -4.32223
C -1.46888 -2.44220 -2.49132
N -1.11712 -1.66054 -1.56471
N -2.68979 -2.40461 -3.20743
C -3.50070 -1.22624 -2.94393
C -3.47020 -3.63135 -3.15074
H 1.02297 -4.61079 -2.32288
H 0.27019 -3.64540 -1.02602
H 1.28454 -2.83993 -2.22204
H 0.50393 -2.84698 -4.57913
H -1.19161 -3.26067 -4.90103
H -0.00631 -4.54905 -4.59863
H -1.87663 -1.05898 -1.25748
H -3.94823 -1.23960 -1.94170
H -4.29926 -1.18289 -3.68888
H -2.88592 -0.33125 -3.03679
H -2.83688 -4.48789 -3.36950
H -4.27084 -3.58226 -3.89333
H -3.92465 -3.77738 -2.16062
O -3.30321 -1.24852 0.53672
N -2.36366 -1.70790 1.20745
O -2.46590 -2.77690 1.81243
O -1.27983 -1.06532 1.25943
```

Results
orbital gap = 6.52 eV
energy = -4496.08293 a.u.
total charge = -2
2S+1 = 1
HOMO energy = -2.0 eV



- Among the records above, which one has the highest total charge?
  C23H33NOP2SiSn